4 unconnected molecules or ions with the total composition C33H33INO3PS2, computed with ωB97M-V with the def2-TZVPD basis set.

Each line ends with the Mulliken charge.
Positions of all 74 atoms, in Å:
O (4.89881, -2.98372, -1.75925)  -0.726
P (3.66113, -2.77053, -1.00533)  0.930
O (3.57038, -3.79503, 0.23113)  -0.544
O (2.33783, -3.09082, -1.82624)  -0.364
C (3.60559, -1.14781, -0.21416)  0.570
C (4.65583, -1.00173, 0.69461)  -0.946
C (4.81969, 0.15368, 1.44834)  -0.731
C (3.88516, 1.16448, 1.30205)  -0.740
C (2.84798, 1.02882, 0.38605)  1.768
C (2.68604, -0.10224, -0.41167)  -1.530
N (1.66703, -0.21131, -1.39612)  1.029
C (2.13921, -0.08312, -2.79483)  -0.982
C (3.32914, 0.82551, -3.08449)  -1.178
C (3.04514, 2.33414, -2.99844)  -0.422
S (4.43354, 3.17179, -2.17463)  -0.278
C (0.43790, 0.45228, -1.11106)  -0.122
C (-0.75841, -0.10273, -1.58062)  -0.515
I (-0.78231, -1.92834, -2.63476)  0.039
C (-1.99482, 0.49299, -1.39192)  -0.546
C (-2.07259, 1.68832, -0.68780)  -0.909
C (-0.91028, 2.23358, -0.17402)  -0.563
C (0.32692, 1.63465, -0.37771)  0.999
S (1.74679, 2.40987, 0.29311)  -0.262
H (2.66234, -3.79717, 0.56503)  0.329
H (2.60636, -3.16346, -2.75114)  0.303
H (5.36155, -1.80837, 0.82249)  0.405
H (5.65672, 0.22170, 2.12222)  0.445
H (3.99014, 2.05884, 1.89631)  0.393
H (1.29811, 0.29180, -3.37295)  0.659
H (2.36989, -1.05602, -3.21899)  0.135
H (3.57789, 0.62771, -4.12570)  0.571
H (4.21870, 0.55501, -2.52107)  0.447
H (2.08896, 2.54486, -2.53310)  0.258
H (2.99323, 2.73225, -4.00559)  0.471
H (3.78546, 4.18731, -1.58932)  0.118
H (-2.88414, 0.03846, -1.79296)  0.650
H (-3.03607, 2.15214, -0.55687)  0.461
H (-0.96730, 3.15748, 0.38211)  0.419
C (-6.12622, -1.32687, 1.99233)  -0.315
C (-4.81586, -0.99315, 1.67795)  -0.552
C (-4.16216, -1.64941, 0.64371)  -0.185
C (-4.81613, -2.64038, -0.07496)  -0.393
C (-6.12549, -2.97412, 0.24069)  -0.584
C (-6.78067, -2.31837, 1.27392)  -0.435
H (-6.63849, -0.81228, 2.79505)  0.379
H (-4.30381, -0.22110, 2.23813)  0.394
H (-3.14096, -1.38689, 0.39611)  0.504
H (-4.30637, -3.14793, -0.88437)  0.404
H (-6.63799, -3.74376, -0.32195)  0.382
H (-7.80343, -2.57718, 1.51685)  0.403
C (-6.70347, -0.72556, -3.34855)  -0.435
C (-7.43227, -0.89179, -2.17881)  -0.100
C (-8.81944, -0.90143, -2.22242)  -0.459
C (-9.47794, -0.74202, -3.43422)  -0.396
C (-8.74853, -0.56943, -4.60255)  -0.415
C (-7.36105, -0.56242, -4.56024)  -0.455
H (-5.62081, -0.72482, -3.31529)  0.415
H (-6.92009, -1.01083, -1.23656)  0.376
H (-9.38785, -1.03374, -1.31023)  0.376
H (-10.55988, -0.75167, -3.46830)  0.358
H (-9.26168, -0.44096, -5.54692)  0.360
H (-6.79231, -0.43005, -5.47181)  0.369
C (8.16371, 2.11657, 6.00707)  -0.337
C (7.42705, 1.86824, 7.15685)  -0.429
C (6.05102, 1.70361, 7.07888)  -0.387
C (5.41059, 1.78999, 5.85081)  -0.439
C (6.14721, 2.04469, 4.70257)  -0.033
C (7.52337, 2.20686, 4.77906)  -0.577
H (9.23717, 2.23997, 6.06781)  0.364
H (7.92600, 1.80259, 8.11503)  0.356
H (5.47749, 1.50758, 7.97550)  0.363
H (4.33781, 1.65913, 5.78864)  0.366
H (5.64714, 2.11779, 3.74518)  0.354
H (8.09685, 2.40383, 3.88233)  0.362

The calculation puts the frontier orbital gap at 8.4 eV. As for the LUMO energy: 0.2 eV. The calculation puts the total energy at -81451.38513 eV. The calculation puts the relative energy (zero: lowest compared OMol25 entry of this formula, charge and spin) at 14.80 kJ/mol. Its HOMO energy is -8.17 eV. As for the multiplicity: 1.



A molecular structure, C44H33BrN9O7STi, computed with ωB97M-V with the def2-TZVPD basis set.

Each line ends with the Mulliken charge.
Positions of all 96 atoms, in Å:
Ti (0.77465, 0.07811, -0.51129)  -1.447
N (3.94545, 1.45581, 0.37251)  0.430
C (3.12745, 1.23611, 1.45301)  0.504
C (3.63285, 1.71391, 2.68001)  -1.309
C (2.96015, 1.45651, 3.84721)  -0.737
C (1.81645, 0.66551, 3.77531)  -1.193
C (1.39035, 0.23531, 2.53841)  -0.653
N (1.98385, 0.54691, 1.37301)  1.187
C (3.82315, 1.26571, -0.98389)  0.291
C (5.00005, 1.42351, -1.74059)  -1.126
C (4.93695, 1.35321, -3.11249)  -0.761
C (3.68845, 1.16091, -3.69869)  -1.059
C (2.58975, 0.97551, -2.88409)  -0.203
N (2.64655, 0.99231, -1.54429)  1.315
H (4.85755, 1.80821, 0.63851)  0.306
H (4.55265, 2.27701, 2.70171)  0.510
H (3.32165, 1.82531, 4.79211)  0.489
H (1.27455, 0.38921, 4.66461)  0.726
H (0.53475, -0.42419, 2.48771)  0.583
H (5.94005, 1.59871, -1.24109)  0.503
H (5.82805, 1.45921, -3.71109)  0.451
H (3.57455, 1.15071, -4.76899)  0.572
H (1.60735, 0.81551, -3.31689)  0.143
C (-6.74155, 2.95001, -2.07939)  -1.469
C (-5.33105, 2.47761, -2.22649)  1.004
C (-4.83095, 2.07921, -3.46169)  -0.883
C (-3.54715, 1.57231, -3.57389)  -0.426
C (-2.75815, 1.47701, -2.44359)  -0.410
C (-3.21845, 1.90371, -1.21019)  -0.301
C (-4.50025, 2.40761, -1.10759)  -0.936
S (-1.21935, 0.58801, -2.48759)  2.330
O (-0.82745, 0.33271, -3.84929)  -0.866
O (-1.40575, -0.58009, -1.64179)  -0.835
N (-0.03215, 1.37981, -1.71859)  0.690
C (0.18005, 2.69681, -1.50419)  0.659
C (-0.30965, 3.71921, -2.33549)  -1.014
C (0.05965, 5.01881, -2.06719)  -0.613
C (0.87015, 5.27961, -0.96539)  -1.083
C (1.27875, 4.21161, -0.18739)  -0.325
N (0.96905, 2.94541, -0.44189)  0.585
H (-7.27485, 2.90221, -3.02419)  0.368
H (-6.77025, 3.97501, -1.71479)  0.340
H (-7.26595, 2.33041, -1.35379)  0.344
H (-5.45555, 2.14971, -4.33939)  0.364
H (-3.14805, 1.23221, -4.51709)  0.589
H (-2.56645, 1.81981, -0.35309)  0.073
H (-4.87645, 2.73611, -0.15029)  0.456
H (-0.93245, 3.46091, -3.17729)  0.558
H (-0.27015, 5.82401, -2.70559)  0.475
H (1.17005, 6.28511, -0.72199)  0.447
H (1.89155, 4.37241, 0.69361)  0.465
O (2.90765, -1.41949, -0.05369)  -0.256
C (3.39895, -2.23449, -0.82819)  -0.903
C (2.86015, -2.60139, -2.10809)  1.688
C (3.46545, -3.59099, -2.88649)  -0.237
C (2.91975, -3.94979, -4.10039)  -0.900
C (1.77835, -3.29539, -4.59559)  -0.566
C (1.17635, -2.30769, -3.86359)  -1.146
C (1.67365, -1.94519, -2.58189)  0.048
O (1.09405, -1.04689, -1.87129)  0.969
N (3.52615, -5.01529, -4.86119)  1.033
O (4.54075, -5.50379, -4.41369)  -0.622
O (2.97805, -5.35059, -5.88559)  -0.622
H (4.33285, -2.75689, -0.55199)  0.317
H (4.35555, -4.09239, -2.53589)  0.599
H (1.38945, -3.59249, -5.55949)  0.578
H (0.30695, -1.77659, -4.22349)  0.645
Br (0.24045, -0.16019, 8.33321)  -0.161
C (-0.98925, -1.01409, 7.16431)  -0.027
C (-2.34705, -1.00729, 7.45511)  -0.468
C (-3.23145, -1.62219, 6.59211)  -0.466
C (-2.77195, -2.20539, 5.40791)  0.096
C (-1.39515, -2.22029, 5.14211)  0.018
C (-0.50845, -1.64359, 6.02691)  -0.639
N (-3.67055, -2.90499, 4.61021)  -0.449
N (-3.67785, -2.87409, 3.38631)  -0.470
C (-2.93235, -1.95449, 2.65291)  -0.125
C (-3.12795, -0.59009, 2.78981)  -0.509
C (-2.39615, 0.33791, 2.05121)  -0.940
C (-1.34975, -0.08239, 1.23821)  0.540
O (-0.51745, 0.70261, 0.60771)  -0.377
C (-1.11675, -1.48769, 1.10971)  1.320
N (-0.02595, -1.83119, 0.38911)  0.687
C (0.18365, -3.10949, 0.16781)  -0.161
C (-0.65465, -4.12189, 0.65891)  -1.276
C (-1.71155, -3.79459, 1.46851)  -0.997
C (-1.96485, -2.43569, 1.73031)  0.017
H (-2.70545, -0.53359, 8.35551)  0.429
H (-4.28975, -1.63339, 6.80371)  0.455
H (-1.02015, -2.72649, 4.26361)  0.490
H (0.55305, -1.68409, 5.83531)  0.714
H (-3.88775, -0.24199, 3.47511)  0.547
H (-2.60225, 1.39081, 2.16081)  0.658
H (1.05815, -3.38219, -0.40629)  0.261
H (-0.44135, -5.14629, 0.40561)  0.506
H (-2.34825, -4.55049, 1.89981)  0.592

The calculation puts the frontier orbital gap at 6.6 eV. As for the LUMO energy: -3.5 eV. The calculation puts the total energy at -177894.77214 eV. The calculation puts the relative energy (zero: lowest compared OMol25 entry of this formula, charge and spin) at 15.83 kJ/mol. Its HOMO energy is -10.09 eV. As for the charge: +1. As for the multiplicity: 1.



A molecular structure, C20H23N3STe2Zr, computed with ωB97M-V with the def2-TZVPD basis set.

Each line ends with the Mulliken charge.
Positions of all 50 atoms, in Å:
Zr (1.40492, -0.41660, -1.73786)  -0.652
Te (3.80269, -0.18361, -3.37949)  -0.014
C (3.50036, -1.71621, -1.94375)  -1.431
C (2.82764, -2.90302, -2.29522)  0.430
C (2.62564, -3.90770, -1.35761)  -0.677
C (3.06453, -3.75582, -0.05130)  -0.411
C (3.64287, -2.56005, 0.33265)  -0.731
C (3.83829, -1.53744, -0.59252)  0.628
H (2.52160, -3.04994, -3.32451)  0.507
H (2.11003, -4.81077, -1.65784)  0.394
H (2.89493, -4.53637, 0.67640)  0.380
H (3.93267, -2.39649, 1.36260)  0.385
H (4.32772, -0.62087, -0.28395)  0.455
C (0.35199, 2.30954, -3.77024)  -0.878
N (-0.87816, 2.47279, -2.99348)  0.067
C (-1.32092, 3.85926, -3.09232)  -1.339
C (-0.74164, 2.03948, -1.58202)  -0.888
C (0.49907, 2.48674, -0.86254)  0.317
C (0.54011, 3.74637, -0.27174)  -0.515
C (1.70897, 4.21076, 0.31082)  -0.738
C (2.84593, 3.41583, 0.27675)  -0.780
C (2.80204, 2.16513, -0.32371)  -0.048
C (1.62782, 1.65319, -0.88552)  0.869
H (0.16025, 2.58683, -4.80823)  0.359
H (0.65049, 1.25610, -3.79723)  0.225
H (1.18193, 2.90603, -3.37630)  0.353
H (-1.80354, 0.94936, -3.34154)  0.246
H (-0.56208, 4.55769, -2.72043)  0.428
H (-2.23274, 4.01010, -2.51371)  0.394
H (-1.52278, 4.10454, -4.13553)  0.316
H (-0.82687, 0.93884, -1.54655)  0.223
H (-1.64752, 2.37419, -1.06616)  0.676
H (-0.35364, 4.36092, -0.24771)  0.433
H (1.73376, 5.18388, 0.78321)  0.373
H (3.76969, 3.77331, 0.71406)  0.391
H (3.71591, 1.57983, -0.35991)  0.220
Te (-0.10137, -1.44917, 0.16686)  -0.436
C (-4.22768, 1.63990, -3.19295)  -1.139
C (-3.71913, 0.28599, -3.55941)  1.131
C (-4.51288, -0.76766, -3.91810)  -0.872
C (-3.85076, -1.95445, -4.26479)  -0.136
N (-2.55294, -2.13621, -4.21956)  -0.495
C (-1.78553, -1.10147, -3.80018)  0.486
S (-0.12004, -1.37703, -3.69550)  -0.353
N (-2.37973, 0.09165, -3.52795)  0.152
H (-5.31078, 1.66575, -3.27069)  0.394
H (-3.80427, 2.40541, -3.84303)  0.261
H (-3.93862, 1.88078, -2.16874)  0.227
H (-5.58589, -0.67134, -3.95229)  0.405
H (-4.43357, -2.80776, -4.59729)  0.409

The calculation puts the frontier orbital gap at 6.1 eV. As for the LUMO energy: -0.6 eV. The calculation puts the total energy at -52285.32342 eV. The calculation puts the relative energy (zero: lowest compared OMol25 entry of this formula, charge and spin) at 162.84 kJ/mol. Its HOMO energy is -6.71 eV. As for the multiplicity: 1.



7 unconnected molecules or ions with the total composition C32H50F2O10, computed with ωB97M-V with the def2-TZVPD basis set.

Each line ends with the Mulliken charge.
Positions of all 94 atoms, in Å:
C (-1.47776, 4.52996, -0.82980)  -0.694
C (-2.92725, 4.89060, -0.55054)  -0.531
O (-2.89780, 6.05672, 0.36180)  -0.285
C (-3.85941, 6.31445, 1.23040)  0.738
C (-3.62321, 7.48386, 2.12797)  -1.004
O (-4.84822, 5.61837, 1.44369)  -0.589
H (-0.95625, 5.21597, -1.47394)  0.384
H (-1.41948, 3.51062, -1.23081)  0.241
H (-0.97713, 4.53676, 0.16351)  0.172
H (-3.43122, 5.16033, -1.45723)  0.308
H (-3.46570, 4.11232, -0.00079)  0.337
H (-3.21035, 7.06886, 3.05449)  0.251
H (-4.55116, 7.94253, 2.40480)  0.323
H (-2.97924, 8.23297, 1.74240)  0.329
C (-6.02211, -0.18138, -0.89827)  -1.123
C (-5.59091, -0.00912, -2.34062)  -0.212
O (-4.54620, -0.93474, -2.58309)  -0.207
C (-4.00385, -1.00653, -3.80797)  0.573
C (-2.71565, -1.82873, -3.77187)  -0.624
O (-4.45117, -0.46322, -4.81492)  -0.614
H (-5.36413, 0.20041, -0.13246)  0.250
H (-6.12818, -1.26019, -0.74129)  0.287
H (-6.92524, 0.36698, -0.69423)  0.402
H (-6.41939, -0.18864, -3.02970)  0.322
H (-5.21618, 1.01232, -2.54535)  0.274
H (-1.96177, -1.06436, -3.47799)  0.069
H (-2.52298, -2.20971, -4.75035)  0.422
H (-2.73331, -2.55772, -2.99044)  0.223
C (1.62724, -2.52048, 2.87413)  -0.489
C (0.67196, -2.70019, 4.05621)  -0.597
O (0.40215, -1.52545, 4.82861)  -0.256
C (0.00994, -1.69619, 6.05636)  0.757
C (-0.19349, -0.39196, 6.76253)  -1.040
O (-0.25784, -2.81967, 6.53811)  -0.616
H (2.64886, -2.31237, 3.16791)  0.424
H (1.32401, -1.73840, 2.22347)  0.040
H (1.68549, -3.45649, 2.31203)  0.148
H (-0.25718, -3.07765, 3.68393)  0.248
H (1.08383, -3.48422, 4.70754)  0.472
H (0.41173, -0.31011, 7.66199)  0.311
H (-1.21270, -0.29847, 7.13846)  0.298
H (0.04951, 0.48925, 6.18797)  0.283
C (-0.06843, -5.65189, -0.33158)  -1.751
C (0.61768, -4.48250, -0.97022)  1.725
O (1.42437, -5.03555, -2.03886)  -0.423
C (1.86306, -4.19741, -2.99079)  0.935
C (2.80678, -4.87116, -3.95518)  -1.279
O (1.54887, -3.04046, -3.09597)  -0.542
H (-0.66463, -5.39535, 0.52776)  0.426
H (0.64157, -6.37876, 0.10371)  0.387
H (-0.74416, -6.22888, -0.93373)  0.415
H (-0.17575, -3.85758, -1.38135)  -0.402
H (1.18594, -3.86629, -0.25650)  -0.528
H (2.81639, -4.54574, -4.98695)  0.369
H (2.69447, -5.91331, -3.99560)  0.368
H (3.84254, -4.65374, -3.70665)  0.289
C (2.15075, 5.13261, 0.55500)  -0.665
C (3.25820, 4.97298, -0.45039)  -0.244
O (2.68963, 4.52085, -1.70482)  -0.384
C (2.58489, 3.17278, -1.78162)  0.979
C (1.79334, 2.77367, -3.03189)  -1.131
O (3.14965, 2.39479, -1.00360)  -0.588
H (1.58552, 4.21981, 0.72312)  -0.060
H (1.41180, 5.89144, 0.34005)  0.290
H (2.52987, 5.43325, 1.55775)  0.385
H (3.78482, 5.86797, -0.65829)  0.355
H (3.95268, 4.18354, -0.13358)  0.247
H (1.68479, 3.64663, -3.67952)  0.365
H (0.75437, 2.51504, -2.82354)  0.169
H (2.23128, 1.93249, -3.53732)  0.370
F (-1.10490, 0.65247, 2.78938)  -0.378
C (-1.03315, 0.09146, 1.59502)  0.176
C (-0.10589, 0.63515, 0.68425)  -0.475
C (0.06060, -0.00470, -0.57722)  -0.682
C (-0.71529, -1.14638, -0.85972)  -0.267
C (-1.60353, -1.66104, 0.05220)  -0.466
C (-1.74236, -1.07891, 1.35649)  -0.807
H (0.46656, 1.51982, 1.03311)  0.502
H (0.80114, 0.34922, -1.30719)  0.534
H (-0.56985, -1.60989, -1.77707)  0.675
H (-2.13699, -2.58877, -0.11386)  0.528
H (-2.46856, -1.45202, 2.07908)  0.593
F (5.78781, -4.35562, 1.30262)  -0.345
C (5.19580, -3.31750, 0.60520)  -0.044
C (3.80026, -3.31197, 0.40972)  -0.324
C (3.26903, -2.20752, -0.29834)  0.641
C (4.14728, -1.21831, -0.69201)  -0.665
C (5.51110, -1.23712, -0.50733)  -0.521
C (6.04613, -2.32040, 0.18990)  -0.415
H (3.16288, -4.05025, 0.86404)  0.550
H (2.19855, -1.97787, -0.36817)  -0.100
H (3.68178, -0.32087, -1.05105)  0.449
H (6.13062, -0.34161, -0.79652)  0.335
H (7.10240, -2.29383, 0.42132)  0.425

The calculation puts the frontier orbital gap at 9.6 eV. As for the LUMO energy: 0.4 eV. The calculation puts the total energy at -59904.92756 eV. The calculation puts the relative energy (zero: lowest compared OMol25 entry of this formula, charge and spin) at 59.75 kJ/mol. Its HOMO energy is -9.26 eV. As for the multiplicity: 1.